Record 1
Here is C29H31FN5OS2W as an isolated structure at a distorted geometry from the Open Molecules 2025 dataset. Energies are from ωB97M-V/def2-TZVPD.

Cartesian coordinates (Å):
1 W -0.23410 1.02102 -0.25947
2 N -4.33056 1.47580 1.50012
3 C -3.03691 1.53600 1.24316
4 S -2.55690 1.81207 -0.47665
5 N -2.11945 1.43161 2.14213
6 N -0.82194 1.61957 1.73500
7 C -0.04122 2.15117 2.65208
8 C 1.29227 2.59183 2.42041
9 C 2.11565 3.02412 3.47913
10 C 3.33897 3.60435 3.22421
11 C 3.75904 3.80261 1.90991
12 C 2.98083 3.38039 0.84101
13 C 1.76987 2.74642 1.08668
14 O 0.97514 2.28103 0.10392
15 H -5.00442 1.67563 0.77539
16 H -4.65563 1.47194 2.45723
17 H -0.48840 2.34107 3.62581
18 H 1.76358 2.90039 4.49102
19 H 3.96525 3.93201 4.03984
20 H 4.69887 4.29526 1.71426
21 H 3.29943 3.54043 -0.17956
22 C -2.36483 -0.81256 -2.75824
23 C -3.01832 -1.61551 -1.63609
24 C -3.15475 -3.08093 -2.08394
25 C -2.35435 -1.57674 -0.27430
26 C -3.12707 -2.07210 0.78038
27 C -2.60150 -2.28059 2.03994
28 C -1.28141 -1.94552 2.31847
29 C -0.48359 -1.35183 1.35358
30 C 0.95944 -0.95757 1.67527
31 C 1.95139 -2.09390 1.37971
32 C 1.15552 -0.57210 3.14687
33 C -1.01841 -1.17071 0.02053
34 N -0.10079 -0.71503 -0.98878
35 C 0.91839 -1.51275 -1.52910
36 C 0.85870 -2.87199 -1.83799
37 C 1.97828 -3.50459 -2.35968
38 C 3.15645 -2.80866 -2.58738
39 C 3.24590 -1.45404 -2.28396
40 C 2.12925 -0.85131 -1.76433
41 F 2.12167 0.50892 -1.35828
42 H -3.01820 -0.85988 -3.62658
43 H -1.41050 -1.24543 -3.05043
44 H -2.24321 0.24396 -2.49085
45 H -4.03711 -1.23555 -1.49555
46 H -2.18240 -3.52108 -2.28035
47 H -3.73004 -3.12165 -3.00298
48 H -3.66927 -3.68502 -1.34449
49 H -4.15246 -2.34821 0.57838
50 H -3.21512 -2.71832 2.81166
51 H -0.88147 -2.15843 3.29589
52 H 1.21940 -0.03795 1.01320
53 H 1.74404 -2.93661 2.03648
54 H 2.96627 -1.76005 1.58046
55 H 1.90532 -2.46115 0.36216
56 H 1.24247 -1.47149 3.75226
57 H 0.33294 0.01432 3.54737
58 H 2.08404 -0.01805 3.26672
59 H -0.05302 -3.41725 -1.64830
60 H 1.92938 -4.55734 -2.58965
61 H 4.01829 -3.31832 -2.98754
62 H 4.15809 -0.90455 -2.44643
63 S 0.65627 2.48164 -4.62613
64 C 0.29318 3.74506 -3.53185
65 C -0.09515 3.24879 -2.32879
66 N -0.09899 1.87386 -2.25576
67 C 0.28295 1.35740 -3.42252
68 H 0.38755 4.77704 -3.81619
69 H -0.40709 3.84236 -1.47276
70 H 0.33450 0.29668 -3.60573

Charge: +3
Energy above the lowest of the compared OMol25 structures with the same formula, charge and spin, kJ/mol: 76.1
E_LUMO, eV: -11.493
Frontier orbital gap, eV: 5.67


Record 2
Here is C15H35N3O2PRuS4 as an isolated structure at a distorted geometry from the Open Molecules 2025 dataset. Energies are from ωB97M-V/def2-TZVPD.

Cartesian coordinates (Å):
1 Ru 0.12515 0.17476 -0.09048
2 C 2.59084 0.08066 2.56165
3 C 3.49949 0.38776 1.39703
4 S 2.86279 -0.36521 -0.13969
5 C 3.44500 0.81646 -1.39899
6 C 2.66136 0.64322 -2.67833
7 S 0.85046 0.78922 -2.51456
8 C 0.51365 2.57055 -2.68306
9 C 0.88276 3.42191 -1.49263
10 S 0.02618 2.85391 0.02066
11 C 1.26674 3.25965 1.29766
12 C 1.00180 2.49212 2.57246
13 S 0.88131 0.68007 2.38954
14 H 2.99029 0.50891 3.48287
15 H 2.47988 -0.99472 2.70880
16 H 4.47582 -0.06511 1.58841
17 H 3.64164 1.45546 1.24356
18 H 4.49481 0.58623 -1.60058
19 H 3.38376 1.82264 -0.98973
20 H 2.81268 -0.35555 -3.09015
21 H 2.98199 1.36885 -3.42749
22 H -0.55642 2.62489 -2.88610
23 H 1.04410 2.91382 -3.57335
24 H 0.54990 4.44549 -1.67742
25 H 1.95471 3.43956 -1.30612
26 H 1.17741 4.32916 1.50239
27 H 2.25653 3.06776 0.88814
28 H 0.04547 2.78247 3.00822
29 H 1.78082 2.69689 3.30854
30 N -5.34596 -0.18831 2.03148
31 C -4.36996 0.71368 1.33911
32 P -3.56284 -0.27352 -0.03250
33 O -3.87032 -1.69365 0.32144
34 O -2.13880 0.18196 -0.21240
35 C -4.51698 -0.01113 -1.63367
36 N -4.98034 -1.36460 -2.08308
37 H -5.37750 -0.04578 3.04491
38 H -5.03521 -1.16083 1.82972
39 H -6.30545 -0.08087 1.69534
40 H -3.56646 0.96424 2.03025
41 H -4.83754 1.64004 1.01258
42 H -3.86465 0.43924 -2.37745
43 H -5.36957 0.64949 -1.48694
44 H -5.96754 -1.39309 -2.34849
45 H -4.80162 -2.01654 -1.28459
46 H -4.44989 -1.70902 -2.88554
47 C 1.26100 -5.18704 -0.69261
48 C 0.10266 -4.63330 0.16703
49 C -1.25697 -5.08767 -0.38423
50 C 0.29669 -5.09762 1.62716
51 C 0.16001 -3.18598 0.12591
52 N 0.22028 -2.03912 0.08048
53 H 1.24627 -6.27434 -0.64407
54 H 2.22793 -4.83925 -0.33128
55 H 1.14122 -4.89607 -1.73698
56 H -1.33626 -6.16840 -0.28166
57 H -1.35354 -4.84199 -1.44245
58 H -2.08320 -4.62691 0.15840
59 H 0.27764 -6.18545 1.65448
60 H -0.51014 -4.73196 2.26364
61 H 1.25067 -4.76122 2.03104

Charge: +4
Multiplicity: 2
Energy above the lowest of the compared OMol25 structures with the same formula, charge and spin, kJ/mol: 159.8
Expectation value of S²: 0.775
E_LUMO (spin up / spin down), eV: -13.503 / -13.204
Frontier orbital gap (spin up / spin down), eV: 7.05 / 7.86


Record 3
Here is a 5-piece molecular cluster, C19H43Br2ClO6S4 overall at a distorted geometry from the Open Molecules 2025 dataset. Energies are from ωB97M-V/def2-TZVPD.

Cartesian coordinates (Å):
1 C 4.41552 2.85121 -0.29411
2 C 3.38991 2.00881 0.68310
3 O 2.84706 0.77924 0.08500
4 C 1.76141 1.05033 -0.86983
5 C 0.32438 1.48071 -0.13032
6 O -0.46059 2.17112 -1.16549
7 C -1.55344 2.99072 -0.54934
8 C -1.13454 4.56066 -0.82021
9 Br 0.54020 4.96956 -1.91129
10 C -1.90940 5.72664 -0.27374
11 C -3.25166 5.49180 0.64815
12 Br -1.22311 7.60280 -0.67179
13 C -2.93313 2.52856 -1.36469
14 Cl -2.52781 0.96302 -2.34490
15 C -4.04635 2.04976 -0.23669
16 C -5.58045 2.53298 -0.69206
17 H 5.51418 2.46917 -0.14594
18 H 4.12030 2.79526 -1.44718
19 H 4.27909 3.99831 -0.00466
20 H 4.02001 1.71966 1.64501
21 H 2.55494 2.76818 1.02435
22 H 1.52066 0.13322 -1.55770
23 H 2.06948 1.98506 -1.53500
24 H 0.48296 2.08367 0.85995
25 H -0.25673 0.46679 0.11074
26 H -1.70743 2.76933 0.59026
27 H -3.84967 6.49828 0.87848
28 H -3.03792 4.94362 1.66947
29 H -3.99310 4.82738 0.01800
30 H -3.33048 3.39077 -2.07653
31 H -4.05186 0.89477 -0.03615
32 H -3.86868 2.58997 0.81198
33 H -6.27744 1.61539 -0.40284
34 H -5.91511 3.49664 -0.07419
35 H -5.64735 2.83851 -1.82038
36 C -5.38442 0.63909 5.27281
37 S -4.69042 2.15934 4.57930
38 O -5.49406 2.50638 3.36086
39 C -3.13937 1.41970 4.01464
40 H -6.38365 0.85826 5.65563
41 H -5.45421 -0.12787 4.49830
42 H -4.75307 0.28948 6.09234
43 H -3.34496 0.60527 3.31613
44 H -2.57834 1.04522 4.87405
45 H -2.55192 2.19015 3.50884
46 C 4.58645 -2.11782 1.61804
47 S 4.42618 -1.10976 3.11200
48 O 5.77629 -0.52670 3.40884
49 C 4.17019 -2.49359 4.24828
50 H 4.79152 -1.45535 0.77417
51 H 5.41070 -2.82555 1.73067
52 H 3.65260 -2.65402 1.43677
53 H 5.01977 -3.17883 4.20177
54 H 3.24910 -3.01838 3.98416
55 H 4.08071 -2.09704 5.26280
56 C -0.20113 -1.43375 -3.81036
57 S -0.16596 -2.20033 -2.17181
58 O 1.27151 -2.30900 -1.75620
59 C -0.69913 -3.84021 -2.71787
60 H 0.13671 -0.39938 -3.71560
61 H 0.46490 -1.97082 -4.48926
62 H -1.22204 -1.44548 -4.19776
63 H -0.00288 -4.23183 -3.46310
64 H -1.70478 -3.77632 -3.13997
65 H -0.71367 -4.50629 -1.85147
66 C 2.00937 -7.12306 -2.46813
67 S 2.70337 -5.60281 -3.16164
68 O 1.89974 -5.25577 -4.38008
69 C 4.25442 -6.34244 -3.72629
70 H 1.01014 -6.90390 -2.08530
71 H 1.93958 -7.89002 -3.24264
72 H 2.64073 -7.47267 -1.64860
73 H 4.04884 -7.15688 -4.42481
74 H 4.81545 -6.71693 -2.86688
75 H 4.84188 -5.57200 -4.23210

E_LUMO, eV: 0.191
Frontier orbital gap, eV: 8.93


Record 4
Here is the molecule C4H6N2O at a distorted geometry from the Open Molecules 2025 dataset. Energies are from ωB97M-V/def2-TZVPD.

Cartesian coordinates (Å):
1 N 1.91420 0.17752 -1.28374
2 C 0.70732 0.04961 -0.57585
3 C -0.41562 -0.62659 -0.94268
4 C -1.29767 -0.67559 0.19692
5 C -0.69699 0.09432 1.15224
6 O -1.07710 0.50264 2.39010
7 N 0.52616 0.52083 0.70501
8 H 2.08463 1.07959 -1.71178
9 H 1.94554 -0.54349 -1.99617
10 H -0.68252 -0.58446 -1.98227
11 H -2.19670 -1.27245 0.31656
12 H -1.93937 0.10629 2.55257
13 H 1.12813 1.17179 1.17907

Energy above the lowest of the compared OMol25 structures with the same formula, charge and spin, kJ/mol: 126.8
E_LUMO, eV: 0.880
Frontier orbital gap, eV: 8.17


Number 1: M 732.57 g/mol. Number 2: M 549.78 g/mol. Number 3: M 691.08 g/mol. Number 4: M 98.10 g/mol.